# 1
{
  "formula": "C2H3N3O2",
  "method": "ωB97M-V with the def2-TZVPD basis set",
  "total_energy_ha": -392.6427,
  "de_lowest_kj_mol": 396.0,
  "max_force_ha_per_bohr": 0.1136,
  "molar_mass_g_mol": 101.1,
  "lumo_ha": 0.011,
  "elements": ["O", "C", "N", "C", "N", "O", "N", "H", "H", "H"],
  "positions_angstrom": [[-2.66385, -0.31203, -0.03331], [-1.50587, -0.07392, -0.00118], [-0.99810, 1.20994, -0.14499], [0.21097, 1.26188, -0.08311], [0.68095, -0.13373, 0.26513], [1.92258, -0.30147, -0.24322], [-0.42608, -0.97548, -0.25824], [0.92812, 2.04159, -0.00288], [2.50399, -0.77998, 0.44244], [-0.65271, -1.93681, 0.05934]],
  "atomic_forces_ev_per_a": [[-1.3, -0.9, 0.9], [0.9, -0.7, -3.1], [-3.9, 3.1, -0.1], [2.5, -4.9, 2.0], [-0.3, 1.2, 0.7], [2.4, -1.9, 0.1], [-0.3, 1.5, 0.8], [0.4, 0.6, -0.4], [-1.6, 1.0, -1.3], [1.1, 1.0, 0.4]],
  "nbo_charge": [-0.533, 0.729, -0.483, 0.291, -0.047, -0.550, -0.508, 0.213, 0.477, 0.411]
}

=====

# 2
{
  "formula": "C2H3N3O2",
  "method": "ωB97M-V with the def2-TZVPD basis set",
  "total_energy_ha": -392.6675,
  "de_lowest_kj_mol": 330.9,
  "max_force_ha_per_bohr": 0.0182,
  "molar_mass_g_mol": 101.1,
  "lumo_ha": -0.002,
  "elements": ["N", "C", "N", "O", "C", "O", "N", "H", "H", "H"],
  "positions_angstrom": [[1.58070, 0.22255, 0.50952], [0.74810, 1.14698, 0.97969], [0.63433, 2.14245, 1.76203], [-0.52596, 1.32109, 0.77424], [-1.71747, -1.44974, -1.49529], [-2.49548, -1.91875, -2.22813], [-0.85996, -1.00046, -0.74969], [1.22605, -0.43440, -0.17383], [2.56894, 0.27819, 0.68422], [-1.15925, -0.30792, -0.06276]],
  "atomic_forces_ev_per_a": [[-0.1, 0.1, -0.1], [0.2, 0.0, 0.1], [0.0, -0.2, -0.2], [0.1, 0.1, 0.1], [-0.5, -0.1, -0.2], [0.8, 0.3, 0.5], [-0.4, -0.3, -0.4], [0.0, 0.1, 0.1], [-0.1, 0.1, 0.1], [0.1, 0.0, 0.0]],
  "nbo_charge": [-0.814, 0.607, -0.164, -0.479, 0.886, -0.486, -0.845, 0.441, 0.417, 0.438]
}

=====

# 3
{
  "formula": "C2H3N3O2",
  "method": "ωB97M-V with the def2-TZVPD basis set",
  "total_energy_ha": -392.5084,
  "de_lowest_kj_mol": 748.6,
  "max_force_ha_per_bohr": 0.1505,
  "molar_mass_g_mol": 101.1,
  "lumo_ha": -0.027,
  "elements": ["H", "N", "C", "C", "N", "O", "N", "O", "H", "H"],
  "positions_angstrom": [[1.53066, 1.70398, 0.20061], [1.61587, 0.68224, -0.36281], [0.32424, 0.43655, -0.30692], [-1.14451, 0.72011, 0.00854], [-1.95986, -0.19618, -0.03042], [-1.19388, -1.28740, -0.36880], [0.13884, -0.93668, -0.74246], [1.02689, -1.70826, 0.21737], [-1.65330, 1.61916, 0.40482], [1.31504, -1.03353, 0.98008]],
  "atomic_forces_ev_per_a": [[1.3, -2.6, -2.0], [-4.0, 5.7, 3.3], [0.8, -3.2, -1.7], [1.5, 6.5, 1.6], [0.9, -3.2, -0.6], [-0.7, -2.3, -0.9], [0.6, -1.1, 2.8], [-0.7, 1.9, 0.5], [1.2, 0.1, -0.5], [-1.0, -1.8, -2.5]],
  "nbo_charge": [0.335, -0.547, 0.276, -0.085, -0.006, -0.225, 0.106, -0.544, 0.228, 0.463]
}

=====

# 4
{
  "formula": "C2H3N3O2S",
  "method": "ωB97M-V with the def2-TZVPD basis set",
  "total_energy_ha": -790.8967,
  "de_lowest_kj_mol": 108.1,
  "max_force_ha_per_bohr": 0.0192,
  "molar_mass_g_mol": 133.1,
  "lumo_ha": 0.019,
  "elements": ["O", "C", "N", "C", "S", "N", "N", "O", "H", "H", "H"],
  "positions_angstrom": [[-1.77763, -0.69422, -1.64721], [-0.95982, -0.36355, -0.81807], [-0.72691, -0.88636, 0.45045], [0.37071, -0.25766, 0.99163], [0.99062, -0.69946, 2.56803], [0.84198, 0.64837, 0.21781], [-0.02534, 0.65961, -0.84561], [0.41504, 1.16788, -2.03538], [-1.23092, -1.69437, 0.83173], [2.08836, 0.08481, 2.41340], [0.01390, 2.03496, -2.12679]],
  "atomic_forces_ev_per_a": [[0.4, 0.2, 0.4], [-0.2, -0.1, -0.3], [-0.5, -0.7, 0.5], [-0.2, -0.4, 0.2], [0.4, 0.3, -0.1], [0.2, 0.3, 0.0], [-0.3, 0.1, -0.4], [0.2, -0.4, 0.1], [0.4, 0.7, -0.4], [-0.4, -0.3, 0.1], [-0.2, 0.3, 0.1]],
  "nbo_charge": [-0.604, 0.714, -0.619, 0.210, 0.045, -0.307, -0.028, -0.497, 0.437, 0.170, 0.479]
}

=====

# 5
{
  "formula": "C2H3N3O3",
  "method": "ωB97M-V with the def2-TZVPD basis set",
  "total_energy_ha": -467.6791,
  "de_lowest_kj_mol": 748.8,
  "max_force_ha_per_bohr": 0.1429,
  "molar_mass_g_mol": 117.1,
  "lumo_ha": -0.005,
  "elements": ["C", "C", "H", "H", "H", "N", "N", "N", "O", "O", "O"],
  "positions_angstrom": [[0.64001, -0.31336, -0.11535], [-2.06350, 0.20252, 0.00903], [1.95140, 1.26260, 0.74771], [-1.46795, 2.10529, -0.32019], [-3.22246, 0.55623, -0.16942], [1.80998, -0.54678, -0.18136], [-1.24553, 1.13878, -0.38058], [-1.62270, -1.04673, 0.28113], [2.70488, 0.42954, 0.01819], [-0.11871, 0.87727, 0.38916], [-0.25021, -1.31631, -0.11416]],
  "atomic_forces_ev_per_a": [[-7.0, 1.5, 1.8], [-4.0, -4.1, -0.5], [3.7, -2.8, -3.1], [-0.2, 0.7, 0.1], [2.8, -1.8, 1.1], [3.7, -1.0, -0.8], [2.5, 0.4, -0.6], [-1.7, 2.7, -1.0], [-2.8, 4.5, 3.6], [4.6, 0.1, -0.2], [-1.5, -0.2, -0.3]],
  "nbo_charge": [0.682, 0.190, 0.420, 0.396, 0.215, -0.164, -0.318, -0.168, -0.472, -0.424, -0.358]
}

=====

# 6
{
  "formula": "C2H3N3O4",
  "method": "ωB97M-V with the def2-TZVPD basis set",
  "total_energy_ha": -543.1669,
  "de_lowest_kj_mol": 0.0,
  "max_force_ha_per_bohr": 0.0985,
  "molar_mass_g_mol": 133.1,
  "lumo_ha": -0.018,
  "elements": ["H", "N", "C", "N", "N", "O", "O", "H", "H", "O", "C", "O"],
  "positions_angstrom": [[-0.88333, 0.10135, 1.73182], [-0.20975, -0.11803, 1.05976], [-0.35391, 0.17057, -0.08863], [0.66298, -0.02852, -1.00867], [-1.67508, 0.79839, -0.62786], [-2.62561, 0.68762, 0.14990], [-1.72524, 1.24678, -1.73415], [1.42709, -0.35169, -0.50570], [0.84022, 0.30314, -1.95359], [-2.77038, -2.64877, -1.10394], [-3.20565, -2.38269, -0.08534], [-3.63867, -2.10620, 0.93112]],
  "atomic_forces_ev_per_a": [[-1.5, 0.2, 0.8], [1.6, -1.3, 3.5], [0.4, 1.4, -4.8], [-1.8, 0.6, -0.8], [-0.9, -1.1, 1.3], [1.1, 0.4, -0.8], [0.4, 0.3, -0.6], [1.7, -0.6, 0.6], [-0.9, 0.1, 0.7], [1.0, -0.6, -2.2], [-0.1, 0.2, 0.2], [-0.9, 0.4, 2.0]],
  "nbo_charge": [0.390, -0.662, 0.504, -0.829, 0.486, -0.383, -0.333, 0.401, 0.426, -0.518, 1.021, -0.504]
}

=====

# 7
{
  "formula": "C2H3N3O4",
  "method": "ωB97M-V with the def2-TZVPD basis set",
  "total_energy_ha": -542.8686,
  "de_lowest_kj_mol": 783.3,
  "max_force_ha_per_bohr": 0.1016,
  "molar_mass_g_mol": 133.1,
  "lumo_ha": [-0.075, -0.060],
  "elements": ["O", "N", "C", "C", "N", "O", "N", "O", "O", "H", "H", "H"],
  "positions_angstrom": [[2.66264, 0.38606, 0.31438], [1.59791, 0.22258, 0.84378], [0.29613, 0.31625, 0.52692], [-0.21302, -0.92170, -0.75203], [-1.49633, -0.73266, -0.80096], [-2.29888, -0.83314, 0.10276], [0.18303, -2.36081, -0.33840], [0.84222, -3.00566, -1.10834], [-0.34423, -2.69192, 0.71798], [-0.04490, 1.37830, 0.16459], [-0.44077, -0.01898, 1.27551], [0.34705, -0.69579, -1.59550]],
  "atomic_forces_ev_per_a": [[-0.9, 0.2, -1.1], [1.6, -0.7, 2.6], [-2.7, 0.7, -2.4], [4.1, -0.3, 2.7], [-4.8, 1.3, -1.6], [0.7, -0.4, 0.3], [-1.3, 1.0, 1.5], [0.1, 0.0, 0.2], [1.0, -0.4, -0.9], [0.8, -1.9, 0.2], [0.9, 0.0, 0.2], [0.6, 0.4, -1.8]],
  "nbo_charge": [-0.206, 0.117, -0.294, -0.002, 0.056, -0.231, 0.515, -0.324, -0.357, 0.249, 0.256, 0.222]
}

=====

# 8
{
  "formula": "C2H3N3S2",
  "method": "ωB97M-V with the def2-TZVPD basis set",
  "total_energy_ha": -1038.4668,
  "de_lowest_kj_mol": 448.4,
  "max_force_ha_per_bohr": 0.3214,
  "molar_mass_g_mol": 133.2,
  "lumo_ha": -0.038,
  "elements": ["N", "C", "C", "N", "S", "N", "S", "H", "H", "H"],
  "positions_angstrom": [[-0.33585, 2.71340, 0.06525], [0.08454, 1.51181, -0.44677], [0.21440, 0.16871, -0.21049], [1.29613, -0.58867, -0.16426], [2.92295, -0.03779, -0.15009], [-0.82180, -0.44110, 0.38919], [-2.44628, -0.36533, -0.37555], [3.30315, -1.33615, -0.50558], [-0.73512, -1.39851, 0.70080], [-3.48213, -0.22637, 0.69750]],
  "atomic_forces_ev_per_a": [[4.4, -11.6, -5.7], [-4.6, 14.9, 5.4], [4.0, -4.2, 0.8], [-0.9, 1.3, -0.2], [-0.7, -1.4, -0.9], [-4.9, -0.8, 0.4], [-0.8, 0.2, 1.2], [0.1, 1.4, 0.4], [1.0, 0.2, -0.1], [2.5, 0.0, -1.4]],
  "nbo_charge": [-0.185, 0.208, 0.192, -0.567, 0.197, -0.661, 0.100, 0.139, 0.421, 0.155]
}

=====

# 9
{
  "formula": "C2H3N4",
  "method": "ωB97M-V with the def2-TZVPD basis set",
  "total_energy_ha": -296.5689,
  "de_lowest_kj_mol": 148.1,
  "charge": 1,
  "max_force_ha_per_bohr": 0.0613,
  "molar_mass_g_mol": 83.1,
  "lumo_ha": [-0.199, -0.199],
  "elements": ["C", "C", "N", "N", "N", "N", "H", "H", "H"],
  "positions_angstrom": [[0.20925, 1.67048, -0.11527], [-1.19867, -0.07539, -0.22161], [-0.95391, 1.05957, -0.26790], [1.27082, 1.11819, -0.14068], [2.19897, 0.45609, 0.15951], [-1.45668, -1.25105, 0.11866], [3.16484, 0.50457, -0.20946], [-1.34187, -1.46275, 1.12635], [-1.89275, -2.01970, -0.44960]],
  "atomic_forces_ev_per_a": [[2.0, 2.1, 0.5], [-0.9, -1.1, -0.4], [-1.5, 0.6, -0.8], [-0.5, 0.6, -0.7], [2.4, -1.2, 1.2], [-1.1, -2.8, 1.0], [-0.9, 0.4, -0.5], [-0.3, 0.0, -0.6], [0.8, 1.2, 0.3]],
  "nbo_charge": [0.205, 0.739, -0.301, 0.075, -0.338, -0.748, 0.418, 0.465, 0.485]
}

=====

# 10
{
  "formula": "C2H3N4P",
  "method": "ωB97M-V with the def2-TZVPD basis set",
  "total_energy_ha": -638.2402,
  "de_lowest_kj_mol": 53.7,
  "max_force_ha_per_bohr": 0.0557,
  "molar_mass_g_mol": 114.0,
  "lumo_ha": [-0.037, -0.037],
  "elements": ["H", "P", "N", "N", "N", "C", "C", "N", "H", "H"],
  "positions_angstrom": [[1.11018, 0.06519, 1.35129], [2.17000, 0.48767, 0.38976], [1.43072, -0.27127, -0.82604], [0.42683, -1.17657, -0.60312], [-0.75509, -1.00217, -0.15455], [-1.35336, 0.07195, 0.25258], [-0.79842, 1.34302, 0.14535], [-0.34532, 2.38529, -0.06348], [0.48643, -2.00372, -1.23307], [-2.37196, 0.10062, 0.74128]],
  "atomic_forces_ev_per_a": [[1.3, 0.5, 0.1], [-2.4, -0.7, -0.3], [1.8, 0.2, 0.3], [0.7, -0.9, -1.6], [-2.6, -0.3, 1.1], [-0.7, -0.5, 0.8], [0.8, 1.7, -0.5], [-0.1, -0.2, 0.3], [0.0, 1.0, 0.8], [1.2, -0.9, -0.9]],
  "nbo_charge": [-0.107, 0.816, -0.672, -0.213, -0.146, -0.198, 0.214, -0.320, 0.391, 0.234]
}